The following is a DFT calculation (ωB97M-V/def2-TZVPD) of a structure of composition C23H10Br2F5IrNO4S in a non-equilibrium geometry.

E: -7387.934943 a.u.
relative energy (zero: lowest compared OMol25 entry of this formula, charge and spin): 0.048 eV
molar mass: 843.418 g/mol
gap between HOMO and LUMO (alpha / beta): 7.6 / 4.9 eV
multiplicity: 6

Cartesian coordinates (Å):
Ir -0.145 0.339 -1.113
O 3.587 0.925 -1.092
C 2.567 1.441 -1.485
O 1.597 0.831 -2.113
C 2.364 2.940 -1.285
C 3.519 3.693 -1.171
C 3.466 5.074 -1.025
C 2.237 5.725 -0.998
C 1.076 4.995 -1.110
C 1.109 3.589 -1.244
S -0.446 2.848 -1.289
H 4.462 3.167 -1.195
H 4.386 5.637 -0.930
H 2.192 6.799 -0.885
H 0.112 5.486 -1.086
C 1.865 -2.355 -1.146
C 0.447 -2.821 -1.158
C 0.108 -4.188 -1.166
C -1.202 -4.581 -1.159
C -2.226 -3.611 -1.144
C -3.615 -3.869 -1.141
Br -4.251 -5.652 -1.115
C -4.521 -2.843 -1.154
C -4.090 -1.513 -1.154
Br -5.352 -0.115 -1.165
C -2.739 -1.171 -1.121
O -2.297 0.047 -1.072
C -1.814 -2.264 -1.136
N -0.512 -1.910 -1.153
H 2.557 -3.192 -1.106
H 2.035 -1.705 -0.284
H 2.073 -1.757 -2.036
H 0.903 -4.920 -1.176
H -1.466 -5.629 -1.161
H -5.581 -3.053 -1.161
F -1.050 0.401 5.997
C -0.637 0.350 4.732
C -0.485 -0.870 4.092
F -0.758 -1.996 4.753
C -0.058 -0.912 2.782
F 0.069 -2.095 2.167
C 0.266 0.250 2.054
O 0.744 0.196 0.846
C 0.068 1.468 2.734
F 0.319 2.605 2.073
C -0.363 1.522 4.042
F -0.521 2.695 4.657